Here is 11 unconnected molecules or ions with the total composition C50H129N7O22 in a non-equilibrium geometry from the Open Molecules 2025 dataset. Energies are from wB97M-V/def2-TZVPD.

Each line ends with the Löwdin charge.
Element x y z (Å)
C (6.290669, -4.699598, -0.956472)  -0.248
C (6.381656, -4.919266, 0.533965)  -0.234
O (6.406064, -3.758625, 1.391561)  -0.082
O (7.551536, -4.229413, -1.362885)  -0.064
H (5.493263, -4.012978, -1.240721)  0.115
H (6.065204, -5.589665, -1.543878)  0.121
H (7.253612, -5.440780, 0.928695)  0.125
H (5.524192, -5.484201, 0.899611)  0.108
H (5.778530, -3.107550, 1.069235)  0.074
H (7.730142, -3.389036, -0.934540)  0.085
C (-4.201973, -0.672595, 5.498921)  -0.299
C (-5.748214, -0.580014, 5.494306)  -0.213
O (-6.357011, 0.235276, 6.526699)  -0.074
O (-3.754619, -1.362907, 6.573292)  -0.032
H (-3.810949, 0.340689, 5.407029)  0.108
H (-3.767198, -1.021055, 4.562096)  0.114
H (-6.184874, -1.578557, 5.512450)  0.116
H (-5.992541, -0.137203, 4.528730)  0.111
H (-6.869893, 0.966619, 6.174988)  0.077
H (-4.489764, -1.586281, 7.148850)  0.092
C (-0.127284, -0.750802, -0.635960)  -0.256
C (-0.786639, -1.578517, -1.775176)  -0.230
O (-0.133651, -1.334613, -3.006632)  -0.073
O (1.042015, -1.342495, -0.153279)  -0.060
H (-0.783608, -0.507661, 0.199636)  0.110
H (0.058850, 0.242690, -1.043931)  0.113
H (-1.768080, -1.192474, -2.050601)  0.115
H (-0.873416, -2.641305, -1.549251)  0.116
H (0.655662, -1.880270, -2.977484)  0.079
H (1.454744, -0.826562, 0.543195)  0.084
C (-4.106651, -2.974584, -6.175866)  -0.224
C (-5.076994, -3.592883, -5.098401)  -0.239
O (-6.093597, -2.645524, -4.862501)  -0.074
O (-4.631102, -2.743438, -7.493142)  -0.069
H (-3.286622, -3.687645, -6.260817)  0.111
H (-3.683314, -2.059526, -5.761692)  0.114
H (-4.418825, -3.803648, -4.255491)  0.113
H (-5.537024, -4.528774, -5.415560)  0.115
H (-6.679737, -2.763379, -5.613620)  0.078
H (-5.330211, -2.085640, -7.505168)  0.075
C (6.409751, 2.558919, 5.930779)  -0.070
O (6.661446, 2.515762, 4.485405)  -0.202
C (7.573657, 1.497067, 4.083975)  -0.225
C (7.516749, 1.260109, 2.555584)  -0.209
N (7.696895, 2.455530, 1.777238)  -0.060
C (8.964441, 3.086829, 1.930597)  -0.236
C (9.097670, 4.159862, 0.813799)  -0.248
O (9.244652, 3.482296, -0.400011)  -0.174
C (9.487356, 4.212875, -1.637988)  -0.077
H (5.363806, 2.810788, 6.105839)  0.082
H (7.141180, 3.217492, 6.399186)  0.086
H (6.415223, 1.578206, 6.406478)  0.076
H (7.202565, 0.558427, 4.495497)  0.115
H (8.624312, 1.685248, 4.304887)  0.115
H (6.579063, 0.853536, 2.176713)  0.111
H (8.256535, 0.489829, 2.337686)  0.120
H (7.154353, 3.148465, 2.272806)  0.099
H (9.843013, 2.463767, 1.763253)  0.124
H (9.093955, 3.554810, 2.906461)  0.114
H (9.880861, 4.859391, 1.105953)  0.113
H (8.229183, 4.807774, 0.932290)  0.113
H (9.860359, 3.437848, -2.307541)  0.082
H (10.223971, 5.014687, -1.688916)  0.077
H (8.572346, 4.635440, -2.053076)  0.077
C (-0.075240, 3.470739, -5.497156)  -0.141
O (0.811217, 3.877216, -6.501594)  -0.178
C (2.124646, 3.284200, -6.298851)  -0.205
C (3.171120, 3.794122, -7.310210)  -0.168
N (3.484936, 5.296217, -7.242875)  -0.041
C (3.990341, 5.577381, -5.907272)  -0.225
C (5.008869, 6.783349, -5.824062)  -0.212
O (5.914971, 6.756150, -6.898210)  -0.212
C (6.843461, 7.849048, -6.998693)  -0.084
H (0.135627, 3.863002, -4.502291)  0.082
H (-0.132103, 2.384582, -5.425595)  0.081
H (-1.100466, 3.713756, -5.776375)  0.086
H (2.143041, 2.196388, -6.365369)  0.117
H (2.358584, 3.494980, -5.255320)  0.103
H (2.847229, 3.582866, -8.329307)  0.109
H (4.066740, 3.173995, -7.272544)  0.107
H (4.255588, 5.538555, -7.849072)  0.085
H (4.484979, 4.662403, -5.581324)  0.100
H (3.224311, 5.718903, -5.144861)  0.110
H (5.518762, 6.851846, -4.863113)  0.117
H (4.347688, 7.648091, -5.880199)  0.112
H (7.134988, 7.819497, -8.048564)  0.086
H (7.664059, 7.835372, -6.281378)  0.087
H (6.292861, 8.789742, -7.005122)  0.082
C (-6.489459, -3.161124, 0.857038)  -0.126
O (-6.268376, -1.789522, 1.065531)  -0.206
C (-6.635834, -0.909813, -0.021334)  -0.160
C (-8.203028, -0.905898, -0.381209)  -0.181
N (-8.527748, 0.007640, -1.499936)  -0.083
C (-9.870648, -0.042816, -2.025213)  -0.213
C (-10.714705, 0.927716, -1.240394)  -0.231
O (-10.291644, 2.281384, -1.253971)  -0.198
C (-11.298220, 3.223612, -0.946797)  -0.107
H (-5.958694, -3.528170, -0.021402)  0.085
H (-7.530225, -3.433905, 0.682392)  0.073
H (-6.153531, -3.650762, 1.771095)  0.091
H (-6.052063, -1.190229, -0.898079)  0.108
H (-6.325437, 0.098894, 0.251160)  0.118
H (-8.744705, -0.635708, 0.525262)  0.111
H (-8.561548, -1.902354, -0.639352)  0.093
H (-7.872694, -0.334114, -2.188565)  0.099
H (-10.138447, -1.093839, -1.916900)  0.109
H (-9.868175, 0.085380, -3.107640)  0.123
H (-10.759684, 0.573491, -0.210538)  0.118
H (-11.713614, 0.905541, -1.676058)  0.115
H (-12.093400, 3.240922, -1.692112)  0.088
H (-10.672145, 4.108666, -0.833579)  0.092
H (-11.642180, 2.999794, 0.062997)  0.083
C (0.653726, 2.000714, 3.450745)  -0.121
O (0.984341, 2.591348, 2.222454)  -0.202
C (2.140026, 3.437371, 2.176732)  -0.206
C (2.231255, 4.510882, 1.081435)  -0.220
N (1.238440, 5.531301, 1.298357)  -0.033
C (0.824665, 6.174921, 0.022791)  -0.173
C (-0.332990, 7.178233, 0.332585)  -0.228
O (-1.477692, 6.679392, 1.012657)  -0.205
C (-2.459232, 7.730472, 1.180089)  -0.086
H (-0.179229, 1.340414, 3.209329)  0.085
H (0.390971, 2.754263, 4.193201)  0.082
H (1.382771, 1.310951, 3.875973)  0.082
H (3.022515, 2.798595, 2.141121)  0.116
H (2.230781, 3.933512, 3.143022)  0.116
H (2.112124, 3.907784, 0.181338)  0.113
H (3.245573, 4.909139, 1.055874)  0.122
H (0.401055, 5.066295, 1.618756)  0.086
H (0.476201, 5.518118, -0.774259)  0.107
H (1.601038, 6.739325, -0.493724)  0.115
H (-0.765965, 7.656264, -0.546123)  0.109
H (0.071727, 8.083940, 0.784256)  0.109
H (-2.085554, 8.716785, 1.455150)  0.088
H (-3.023850, 7.417231, 2.058269)  0.069
H (-3.115820, 7.741171, 0.310099)  0.090
C (3.696347, -5.361617, -4.598580)  -0.114
O (2.918695, -5.814411, -3.539579)  -0.207
C (1.718827, -6.526124, -3.825785)  -0.215
C (1.364713, -7.200753, -2.522084)  -0.209
N (2.037645, -8.494562, -2.424469)  -0.086
C (2.505925, -8.925382, -1.121920)  -0.169
C (3.346185, -10.284642, -1.336430)  -0.193
O (3.734667, -10.887538, -0.091142)  -0.183
C (4.475689, -12.107067, -0.261309)  -0.127
H (4.105226, -4.451607, -4.159509)  0.088
H (3.036346, -5.183293, -5.447527)  0.087
H (4.521026, -6.018711, -4.874662)  0.085
H (1.820193, -7.273142, -4.613058)  0.120
H (0.960215, -5.865295, -4.245194)  0.119
H (0.302326, -7.437014, -2.461882)  0.110
H (1.521445, -6.538662, -1.670513)  0.117
H (2.649796, -8.605082, -3.220185)  0.102
H (1.771532, -9.116440, -0.339434)  0.112
H (3.119175, -8.131304, -0.695935)  0.103
H (4.257285, -10.153071, -1.920116)  0.109
H (2.804793, -10.972540, -1.985884)  0.110
H (4.022651, -12.895941, -0.861768)  0.082
H (4.706115, -12.530478, 0.716305)  0.081
H (5.500846, -12.117900, -0.631494)  0.076
C (-7.610635, -7.509132, -0.975709)  -0.124
O (-6.515532, -8.165416, -0.398186)  -0.201
C (-6.860488, -9.498736, 0.038106)  -0.227
C (-5.540192, -10.084855, 0.476094)  -0.214
N (-4.866535, -9.274132, 1.552752)  -0.017
C (-3.408676, -9.572470, 1.530383)  -0.205
C (-2.680581, -8.489732, 2.307693)  -0.210
O (-2.769630, -7.149734, 1.782274)  -0.211
C (-1.757963, -6.249995, 2.182436)  -0.118
H (-8.282417, -7.042496, -0.255241)  0.088
H (-8.081144, -8.036223, -1.805717)  0.089
H (-7.087729, -6.658199, -1.412269)  0.083
H (-7.345035, -10.050989, -0.767101)  0.119
H (-7.563954, -9.503907, 0.870699)  0.120
H (-5.142388, -10.154085, -0.536347)  0.115
H (-5.695851, -11.085613, 0.879042)  0.116
H (-5.029362, -8.323265, 1.253719)  0.085
H (-2.931303, -9.587496, 0.550590)  0.110
H (-3.210646, -10.603874, 1.822099)  0.118
H (-1.615279, -8.702169, 2.397665)  0.115
H (-3.130608, -8.357326, 3.291572)  0.121
H (-0.922427, -6.436724, 1.507808)  0.079
H (-1.416340, -6.301439, 3.216239)  0.087
H (-2.062663, -5.225890, 1.966869)  0.083
C (-2.224791, 4.615951, 3.358014)  -0.083
O (-1.105108, 5.242679, 3.996281)  -0.179
C (-1.382564, 6.134970, 5.043033)  -0.248
C (-0.150163, 6.417156, 5.860039)  -0.224
N (0.863813, 7.148862, 5.098967)  -0.034
C (0.493631, 8.595082, 4.908293)  -0.181
C (0.801257, 9.569962, 6.071606)  -0.193
O (2.075296, 10.218293, 5.851013)  -0.202
C (2.494340, 11.182113, 6.787522)  -0.119
H (-1.871574, 3.917574, 2.599326)  0.089
H (-2.783230, 5.416802, 2.873367)  0.060
H (-2.991238, 4.131052, 3.962610)  0.084
H (-2.115342, 5.828772, 5.789604)  0.124
H (-1.679636, 7.139778, 4.742681)  0.104
H (0.264957, 5.488448, 6.251566)  0.113
H (-0.325299, 6.925003, 6.808474)  0.113
H (0.914904, 6.687677, 4.201861)  0.083
H (-0.496381, 8.745236, 4.477680)  0.092
H (1.086774, 8.977780, 4.077736)  0.113
H (0.762347, 9.006725, 7.004003)  0.107
H (-0.013345, 10.284536, 6.189558)  0.113
H (3.577424, 11.237451, 6.678148)  0.085
H (2.493279, 10.740269, 7.783951)  0.082
H (1.957793, 12.117926, 6.631102)  0.089

Forces on the atoms, in the same order (eV/Å):
C 0.836 0.295 0.534
C -1.404 -0.517 1.880
O 0.356 0.539 -0.869
O 0.498 0.251 -1.103
H -0.229 0.365 0.296
H 0.240 -0.327 0.400
H 0.189 -0.299 -0.968
H -0.276 -0.416 -0.313
H -0.228 0.050 -0.004
H -0.021 0.054 0.128
C -1.700 1.759 -1.090
C 0.101 0.945 -1.285
O 0.920 -0.823 0.219
O 1.210 -1.120 1.642
H 0.027 0.643 0.958
H -0.605 -1.087 -0.242
H -0.038 -0.088 0.238
H -0.211 -0.142 -0.191
H 0.228 -0.192 -0.352
H 0.067 0.097 0.067
C -1.040 0.734 -0.232
C -0.151 1.228 0.301
O 0.827 -0.717 -0.097
O 0.716 -1.002 -0.307
H -0.600 -0.579 0.075
H 0.306 0.083 -0.442
H -0.348 0.007 0.989
H 0.150 -0.070 0.142
H 0.360 0.122 -0.338
H -0.221 0.229 -0.076
C -0.468 -0.823 0.416
C 1.130 0.817 -1.948
O -0.330 -0.005 0.626
O 0.185 -0.708 0.564
H 0.082 0.038 -0.471
H -0.136 0.151 0.083
H -0.489 0.331 0.481
H 0.253 -0.191 -0.196
H -0.321 0.221 0.099
H 0.088 0.184 0.384
C -0.034 -0.488 -1.205
O 0.045 -0.127 1.048
C -1.131 -0.814 -0.991
C -0.445 -0.030 0.392
N 0.031 0.245 0.264
C 1.825 1.123 -1.486
C -0.295 0.095 1.585
O 0.644 1.065 -0.977
C -0.401 -0.941 0.385
H 0.174 0.896 -0.326
H -0.281 0.062 0.155
H 0.721 -0.371 -0.273
H 0.510 -0.215 0.510
H -0.025 0.210 0.648
H -0.323 -0.210 0.675
H 0.305 0.151 -0.181
H -1.184 -0.007 -0.353
H -0.227 -0.656 0.120
H 0.113 0.263 0.212
H 0.868 -0.188 -0.482
H -0.723 -0.042 -0.763
H -0.193 0.055 -0.096
H 0.275 0.038 0.979
H -0.279 -0.123 0.146
C -0.752 -0.733 -0.197
O 1.189 -0.568 -0.295
C -0.278 1.101 -0.198
C -0.335 1.625 -0.651
N -0.682 -1.240 0.791
C 1.739 -0.096 0.572
C -1.598 -0.340 -0.322
O 0.535 -0.123 0.088
C -1.560 -0.229 -1.079
H 0.244 0.251 0.058
H 0.381 -0.358 0.155
H 0.143 0.598 -0.116
H -0.532 -0.239 -0.258
H 0.577 0.168 0.079
H -0.579 0.190 0.005
H 0.357 0.018 0.777
H -0.018 -0.343 -0.481
H 0.597 -0.107 0.410
H -0.320 0.410 -0.248
H 0.042 -0.397 0.193
H 0.178 0.608 -0.215
H 0.813 -0.336 0.218
H -0.075 -0.137 -0.033
H -0.069 0.270 0.766
C -0.069 -0.076 -0.102
O -0.676 1.180 -0.493
C -1.290 -0.619 -0.090
C 0.499 0.313 0.488
N 2.545 -0.198 0.420
C 1.116 -0.390 0.339
C -1.214 0.232 -0.263
O 0.746 -1.018 -0.886
C 1.491 -0.594 0.866
H 0.419 -0.093 -0.035
H -0.297 0.215 0.196
H 0.090 -0.145 -0.223
H -0.017 -0.130 -0.324
H -0.136 -0.116 0.203
H 0.004 0.228 0.078
H 0.201 -0.497 0.025
H -0.018 0.465 -0.625
H -1.299 -0.120 0.290
H 0.078 0.676 0.058
H -0.160 -0.019 0.259
H -0.440 -0.208 0.167
H -0.044 0.292 0.049
H -0.772 0.562 -0.448
H -0.721 0.039 0.052
C -0.279 -0.225 -0.133
O 0.245 0.771 -1.443
C 0.857 -0.050 1.599
C -0.476 -1.885 0.574
N -0.290 0.549 -1.685
C -1.702 0.884 0.787
C 0.078 0.813 -0.973
O 0.507 0.720 0.544
C 0.063 -1.540 0.618
H -0.362 0.294 0.233
H -0.148 0.017 0.115
H 0.705 0.210 -0.109
H 0.218 -0.143 -0.325
H -0.163 0.284 0.286
H -0.255 0.316 -0.763
H 0.010 0.065 0.216
H -0.242 -0.024 0.388
H -0.142 -0.801 0.219
H 0.374 0.197 0.579
H 0.422 -0.440 -1.059
H 0.265 -0.189 1.058
H 0.544 0.005 -0.442
H -0.323 -0.031 -0.146
H 0.039 0.336 -0.072
C -0.272 0.631 0.194
O -0.586 -1.064 0.698
C 0.464 0.274 0.304
C -1.145 -0.969 0.019
N -0.743 0.040 0.031
C 2.096 -1.370 -0.643
C 0.037 0.831 0.410
O 0.290 -0.684 -0.833
C 0.304 -0.420 0.762
H 0.313 0.304 -0.818
H 0.346 0.369 -0.359
H -0.063 -0.319 -0.038
H 0.488 -0.362 -0.095
H -0.245 0.411 0.415
H -0.393 0.331 -0.287
H 0.589 0.148 0.010
H 0.503 -0.252 0.613
H -0.681 -0.160 -0.548
H 0.591 -0.086 0.256
H 0.284 0.794 -0.030
H -0.743 -0.201 0.365
H -0.823 0.247 -0.033
H -0.808 0.140 0.346
H 0.209 1.400 -0.714
C 1.344 1.765 -0.483
O -0.991 -1.642 0.411
C 0.105 0.935 1.126
C -0.773 -0.175 0.459
N 0.178 -1.429 -2.149
C -0.358 1.404 -0.520
C 0.519 0.822 1.243
O -1.078 -0.338 -0.637
C 0.390 -0.296 -0.991
H -0.451 -0.624 0.175
H -0.272 -0.353 0.300
H -0.402 0.340 -0.434
H 0.269 -0.177 -0.237
H -0.278 0.516 0.178
H 1.710 -0.059 0.283
H 0.044 -0.162 -0.193
H 0.408 0.431 0.135
H -0.414 0.384 -0.753
H -0.104 0.187 0.983
H 0.096 -0.437 0.132
H 0.158 -0.679 0.412
H 0.587 0.050 0.232
H -0.271 -0.310 0.191
H -0.407 -0.122 0.122
C -0.209 1.356 -0.408
O -0.241 -0.978 0.394
C -0.220 0.769 1.296
C 1.203 -0.424 0.077
N -0.395 1.284 0.688
C 1.152 -0.150 -0.736
C 0.148 -0.467 -0.148
O -0.971 -0.983 -0.509
C 0.514 -1.321 0.063
H 0.233 0.143 0.169
H -0.061 -0.057 -0.467
H 0.535 -0.259 0.847
H -0.570 -0.721 -0.390
H -0.593 -0.076 -0.862
H 0.273 -0.373 -0.436
H -0.623 0.509 -0.220
H 0.264 0.198 -0.362
H -0.582 -0.089 0.607
H 0.443 -0.168 -0.010
H 0.548 -0.117 0.320
H 0.024 0.469 -0.339
H -0.012 0.726 -0.666
H -0.949 0.401 0.510
H 0.162 0.129 0.496

Calculated values
Charge: 0
Relative energy (zero: lowest compared OMol25 entry of this formula, charge and spin) in kJ/mol: 756.9
F_max in eV/A: 2.678
Energy in Eh: -4020.3251
Structure (SMILES): COCCNCCOC.COCCNCCOC.COCCNCCOC.COCCNCCOC.COCCNCCOC.COCCNCCOC.COCCNCCOC.OCCO.OCCO.OCCO.OCCO
Molecular weight in g mol⁻¹: 1180.6